(1)
{
  "formula": "C34H97N5O19",
  "method": "the ωB97M-V functional and the def2-TZVPD basis",
  "elements": ["H", "H", "H", "H", "C", "O", "H", "C", "H", "O", "N", "C", "H", "H", "H", "H", "C", "H", "H", "H", "H", "H", "O", "H", "H", "H", "N", "H", "N", "C", "H", "H", "H", "C", "H", "H", "H", "H", "H", "H", "H", "C", "H", "H", "C", "H", "C", "H", "H", "H", "H", "C", "H", "H", "O", "O", "H", "H", "H", "H", "O", "H", "N", "H", "C", "O", "H", "C", "H", "O", "H", "H", "H", "O", "H", "H", "H", "H", "H", "H", "C", "C", "O", "N", "O", "C", "C", "H", "C", "C", "O", "O", "H", "H", "H", "H", "H", "C", "C", "H", "H", "C", "C", "H", "H", "C", "H", "H", "O", "H", "C", "H", "H", "C", "H", "H", "H", "C", "O", "H", "H", "H", "C", "H", "H", "C", "H", "C", "H", "H", "H", "H", "C", "H", "H", "H", "H", "O", "C", "H", "H", "C", "O", "H", "H", "C", "H", "C", "H", "H", "O", "H", "O", "H", "H"],
  "coordinates": [[-3.11282, 5.00414, 1.85494], [-9.80944, -8.61205, -3.52958], [-2.07832, -1.13426, -1.15155], [-7.18551, 4.21566, 2.55889], [-6.14570, 2.91202, 0.61791], [-1.45280, 3.94466, 2.56689], [-9.45307, -7.66977, -4.78321], [2.30996, 7.36718, 5.60042], [-0.76318, 1.79781, -1.20306], [0.32674, -6.56186, 1.62429], [-9.04562, -8.31129, -4.11798], [1.47266, 7.96621, 6.67501], [-9.24708, -3.39441, -0.52355], [3.14387, -3.43089, -6.14215], [-1.46775, -4.56196, 1.37656], [0.93988, -1.60931, -4.13939], [-6.94454, 7.14067, 1.98401], [-0.77800, 0.45058, -0.01086], [0.10679, -7.24092, 0.98235], [1.68106, 10.84406, 8.00948], [4.92026, 4.54272, -1.85929], [6.07498, 1.05868, 4.70335], [4.78079, -5.96263, -2.62228], [-4.99492, -5.69459, -5.01260], [6.49000, 3.76778, -3.74995], [5.36174, -6.65590, -0.07869], [1.48124, 2.02254, 0.23419], [6.30130, -0.18475, -3.01754], [3.75847, 7.46571, 5.83274], [5.84794, 5.08820, -2.03241], [6.63354, 5.14904, -0.29537], [-0.52469, -5.85279, 3.22477], [8.91785, 0.54863, 1.21648], [1.18726, -3.14650, -5.31577], [4.39155, -1.02110, -4.55015], [-8.79545, -2.21717, -2.35511], [0.88476, 5.67526, 5.38339], [-8.64303, -6.79243, -2.77747], [-1.34787, -7.33390, 2.60838], [7.83019, -1.40894, -4.40052], [0.67116, 9.49104, 8.47419], [1.66077, 9.75831, 8.10360], [8.59914, -2.76005, 2.45727], [3.59640, -4.61976, -1.45596], [-8.24416, -3.00539, -0.69936], [1.60973, 7.38142, 7.58458], [4.05485, -5.60862, -1.44885], [-7.36210, -6.42875, -4.88010], [3.23842, -6.31600, -1.59424], [1.93102, -4.65678, -6.74026], [-8.72143, 6.11698, 3.32687], [7.62598, -1.05806, 1.45854], [0.32529, 5.60325, 1.66721], [5.54867, 5.19778, -4.13568], [-6.74603, 4.25824, 0.53326], [7.45202, 5.63392, -3.87694], [7.88783, -0.07083, 3.40415], [-6.36445, -3.15350, -1.31473], [0.15954, -3.02972, -5.65965], [6.61066, -1.36448, 3.40480], [6.85725, 4.65131, -1.08520], [-2.48213, 0.15256, -2.20579], [-9.08041, 6.34093, 2.40976], [1.12933, -3.89025, -4.52105], [-0.83516, -6.40995, 2.34087], [-6.06252, -3.52706, -0.48355], [0.43592, 7.81174, 6.37598], [-1.88508, -5.49838, 1.74674], [-6.90258, 2.13071, 0.54878], [6.90845, -3.24449, -4.30636], [-7.31562, 8.09662, 1.61447], [2.51736, 9.45328, 8.70470], [1.69235, 1.08863, -1.48648], [-2.63553, -6.22443, 0.76376], [9.76401, -1.60305, 1.77834], [2.78359, -0.39057, 0.42237], [4.87514, 1.75953, 3.60778], [-4.09172, -5.73281, -3.47931], [5.71147, 6.15619, -1.86256], [-8.24177, 6.32738, 0.51176], [5.94943, -1.11026, -3.47329], [-7.94937, 6.09283, 1.53528], [-0.06049, 6.42080, 1.34409], [8.15927, 0.08846, 0.73388], [1.68816, 9.34512, 6.79099], [5.39647, 0.84134, 3.87844], [-4.79552, -6.27435, -4.11137], [-7.01347, -8.11330, -1.41645], [2.11000, -3.62880, -6.42511], [-6.93501, -7.10578, -4.14028], [-5.89113, -6.58754, -3.33138], [5.31415, -0.79383, -4.68707], [-2.45755, -5.37703, 2.66633], [6.76275, -1.42654, 0.90433], [-4.40977, -7.20576, -4.52582], [-8.52636, -9.02158, -1.70634], [1.08448, -3.09798, -7.96246], [-7.28053, -4.02659, -0.04066], [8.77596, -2.04594, 1.65298], [0.80479, 1.95522, 0.98118], [5.30143, -5.24020, -2.98094], [-0.30754, 0.85253, -0.90819], [1.95520, 5.83874, 5.25875], [2.37094, 5.16725, 6.01000], [-7.43094, -5.04214, -0.40691], [-1.35855, 6.35347, 1.87425], [-1.80496, -1.39250, -2.83536], [-5.43655, 2.64116, -0.16429], [-0.40448, -0.14915, -1.90962], [2.21583, 5.52876, 4.24679], [1.16439, 0.87617, -0.55685], [-9.41375, 7.29176, 2.33965], [7.43121, 0.78830, 0.71709], [7.18143, -1.95303, -3.71410], [5.31944, -1.61422, -2.74033], [-1.83959, 7.18330, 1.35650], [-8.18907, -2.00269, -0.27550], [6.34450, 4.81756, -3.49522], [4.24758, -5.32243, 0.98318], [8.87581, -2.67258, 0.76673], [-1.92628, 3.93753, 3.40197], [-6.00599, 6.87360, 1.49831], [-7.69373, -8.49811, -2.17622], [3.39739, -5.76489, 1.03787], [-7.32749, -9.45929, -2.53695], [-7.59623, 4.59244, 1.62218], [2.06817, 7.92157, 4.69362], [-1.73976, -0.63167, -2.05757], [5.82712, -4.97074, -0.28759], [7.80095, -1.97606, -2.81758], [-1.92211, 4.62430, 0.66658], [7.05195, -3.08419, -5.24194], [1.78275, -0.44677, -0.00571], [-7.53106, -4.01862, 1.02013], [-6.75203, 7.13938, 3.05688], [-8.46386, 3.94347, 1.50332], [4.33050, 7.35651, 5.00754], [-8.13572, -2.87628, -2.12722], [-8.10430, -7.60965, -3.25706], [2.38716, 1.86817, 0.65321], [1.86947, -1.18078, -0.80684], [-2.03522, 4.96526, 1.69567], [1.97009, -2.87306, -7.66799], [1.17541, -0.89083, 0.78299], [-6.53748, -7.89934, -4.77298], [7.07713, -0.54801, 2.85355], [3.87052, 8.44929, 6.03305], [4.97479, -5.64696, -0.22157], [4.68038, 0.03163, 4.01877], [-1.31831, 6.58726, 2.93812], [6.11443, 0.48861, 2.67263], [-5.61185, 2.74237, 1.55297], [1.63665, -1.97305, -4.69057], [7.20621, 6.55650, -3.97711], [-3.19693, -5.58911, 0.31340]],
  "atomic_forces_ev_per_a": [[-0.1, 0.3, 0.2], [-0.2, -0.2, 0.0], [0.2, -0.1, 0.4], [0.5, 0.6, 0.5], [-0.9, 0.6, 0.4], [-0.1, 0.8, -0.9], [0.0, 0.1, -0.2], [0.7, -2.2, -2.6], [0.3, 0.1, -0.1], [0.8, -1.0, -1.2], [-0.1, -0.3, -0.3], [-0.5, -1.0, -0.2], [-0.4, 0.2, 0.3], [0.0, -0.4, 0.2], [0.0, 0.0, 0.0], [0.0, 0.0, 0.1], [1.5, -1.1, -1.3], [-0.7, 0.2, 0.3], [0.5, 0.0, -0.5], [0.1, 0.2, 0.5], [-0.2, 0.0, -0.1], [-0.1, -0.3, 0.2], [0.2, 0.3, -0.3], [-0.5, 0.6, 0.1], [0.5, 0.2, 0.3], [0.3, -0.1, -0.3], [-0.7, 0.5, 1.1], [0.0, 0.2, 0.3], [-0.4, 0.7, 1.0], [1.7, -0.9, -0.6], [0.3, -0.2, 0.3], [-0.1, -0.4, 0.5], [0.3, -0.3, 0.3], [-0.4, -0.8, 0.5], [-0.3, 0.1, -0.5], [0.1, 0.1, -0.3], [-0.3, 0.2, -0.3], [0.4, 0.8, -0.1], [0.2, -0.3, 0.1], [-0.1, 0.2, -0.3], [0.2, -0.1, 0.9], [-0.7, 1.6, 0.1], [-0.1, 0.1, 0.2], [0.0, 0.3, -0.4], [-2.4, -1.2, 0.6], [0.3, 0.4, 0.5], [0.7, 0.3, -0.8], [0.2, 0.9, 0.1], [-0.1, -0.2, 1.4], [0.1, -0.3, 0.8], [-0.6, 0.5, 0.4], [0.5, 1.6, 1.9], [0.8, -0.1, -0.2], [-0.7, -0.5, 0.0], [1.9, -1.3, -0.3], [0.9, -0.9, 0.3], [0.4, -0.5, 0.3], [1.1, 0.2, -0.6], [-0.1, 0.1, -0.4], [0.1, -0.2, 0.2], [-0.8, 0.3, -0.5], [0.2, 0.3, -0.4], [-1.2, -1.4, -0.1], [0.1, -0.7, -0.1], [-0.5, 1.7, 0.9], [1.6, -0.2, 0.7], [-0.3, -0.1, 0.0], [-0.2, -1.3, 0.3], [-0.5, 0.1, 0.1], [0.2, 0.7, 0.7], [0.3, 0.1, 0.3], [-0.2, -0.4, 0.1], [0.0, -0.4, -0.5], [0.4, 0.6, 0.2], [-0.3, 0.4, 0.2], [0.1, 0.7, -0.1], [-0.1, -0.1, 0.2], [0.2, -0.2, -0.2], [-0.3, 0.1, -0.4], [0.1, -0.3, -0.1], [1.0, -0.1, 0.4], [-0.5, 0.3, 0.9], [0.4, -0.8, 0.1], [-0.5, 0.2, -0.8], [1.1, -0.9, -1.0], [0.4, -0.2, -1.9], [0.8, -0.2, -0.4], [-0.1, 0.2, -0.2], [0.0, 1.3, -1.1], [-0.6, -0.6, 0.8], [-1.7, 0.4, -0.2], [-0.5, -0.3, 0.1], [-0.8, 0.8, -0.2], [0.2, -0.4, -0.1], [0.7, -0.2, 0.2], [-0.8, 1.0, 0.6], [-0.1, 0.2, -0.4], [-1.7, 1.4, -1.7], [-0.5, -1.0, -0.4], [0.1, 0.7, 0.8], [0.1, 0.3, 0.1], [0.7, -1.8, 0.5], [-0.5, 1.3, 1.2], [0.5, 0.1, -0.1], [-0.2, -0.1, -0.1], [-0.5, -0.1, -0.1], [0.3, 0.3, -0.2], [-0.1, 1.0, -0.4], [-1.2, -0.1, -0.7], [0.3, 0.2, 0.1], [2.0, -0.1, -1.5], [0.2, 0.0, 0.3], [-0.2, 0.2, -0.3], [0.3, 0.3, -0.7], [-0.4, -0.1, -0.1], [-0.8, -0.3, 0.1], [0.4, -0.1, 0.4], [-1.1, 2.2, 0.5], [0.6, 0.7, -0.2], [0.0, 0.1, -0.2], [0.0, 0.2, 0.0], [0.4, 0.6, -0.1], [0.5, -2.7, 1.3], [0.0, -0.2, -0.3], [1.2, 0.2, -0.7], [0.0, -0.6, -0.9], [-0.2, 0.2, -0.3], [0.1, -0.2, 0.6], [-0.3, 0.2, -0.2], [-0.3, -0.7, 0.3], [0.3, -0.1, 0.0], [-0.2, -0.3, -0.1], [-0.9, -0.3, -0.4], [0.8, 0.2, 0.2], [-0.3, 0.0, 0.0], [-0.8, 0.5, 0.0], [-0.4, -0.5, -0.4], [0.8, -0.4, 0.4], [0.1, 1.0, -0.9], [0.1, 0.2, 0.1], [-0.2, -0.1, 0.0], [0.2, 0.2, 0.3], [-0.2, -0.2, 0.9], [-0.3, 0.0, 0.1], [0.0, -0.6, 0.2], [-0.2, 0.1, -0.8], [0.4, 0.3, 0.4], [-1.6, -1.3, 0.9], [0.0, 0.1, 0.8], [-0.2, 0.0, 0.3], [-0.1, 0.1, 0.0], [0.0, 0.4, 0.3], [0.7, 0.8, -0.4], [-0.4, -0.2, 0.1], [-0.2, -0.1, -0.2]],
  "lumo_ev": 0.02,
  "smiles": "COC[C@H](C)N.COC[C@H](C)N.COC[C@H](C)N.COC[C@H](C)N.COC[C@H](C)N.OCCO.OCCO.OCCO.OCCO.OCCO.OCCO.OCCO",
  "orbital_gap_ev": 8.944,
  "energy_ha": -3056.55516,
  "relative_energy_ev": 5.881,
  "homo_ev": -8.92
}

(2)
{
  "formula": "C5H8S",
  "method": "the ωB97M-V functional and the def2-TZVPD basis",
  "elements": ["H", "H", "C", "H", "C", "S", "H", "H", "H", "H", "C", "C", "C", "H"],
  "coordinates": [[-2.67690, -0.88597, 0.29471], [-2.82604, 0.86617, 0.19938], [-0.89601, 0.11435, -0.45874], [2.09085, -0.35057, 1.28878], [1.15274, 1.25637, 0.11963], [0.27966, -1.24543, -0.11239], [-1.88049, 0.12325, 1.49045], [-1.13637, 0.05309, -1.50700], [1.83427, 2.10684, 0.30512], [-0.58801, 2.35728, -0.40367], [1.68286, -0.13993, 0.26558], [-2.14305, 0.05286, 0.43003], [-0.10433, 1.38577, -0.25946], [2.55485, -0.35980, -0.45184]],
  "atomic_forces_ev_per_a": [[0.0, 0.0, -0.1], [-0.1, 0.1, -0.1], [0.2, 0.4, 0.5], [-0.5, 0.3, -0.8], [0.9, 0.4, 0.1], [0.1, 0.2, 0.1], [0.1, 0.0, -0.2], [-0.5, -0.1, -0.4], [-0.5, -0.5, -0.1], [0.1, -0.4, 0.0], [1.5, -0.6, -0.2], [0.2, -0.2, 0.0], [-0.3, 0.1, 0.1], [-1.3, 0.4, 0.9]],
  "lumo_ev": 1.02,
  "smiles": "C[C@H]1C=CCS1",
  "orbital_gap_ev": 9.460,
  "energy_ha": -593.48196,
  "relative_energy_ev": 0.171,
  "homo_ev": -8.44
}

(3)
{
  "formula": "C16H30N2",
  "method": "the ωB97M-V functional and the def2-TZVPD basis",
  "elements": ["H", "C", "C", "H", "H", "C", "C", "H", "H", "H", "C", "H", "H", "H", "H", "H", "H", "C", "C", "H", "H", "C", "H", "H", "N", "C", "H", "H", "H", "H", "H", "C", "H", "H", "C", "C", "C", "N", "H", "H", "H", "C", "C", "H", "H", "H", "H", "C"],
  "coordinates": [[-2.76120, 5.09120, -0.12413], [-0.88793, 1.60039, 1.47655], [-0.78676, 4.47023, 0.46652], [1.02158, -5.46782, 0.26009], [1.58667, 1.10631, 0.34780], [-2.09278, 4.27405, -0.37970], [2.62716, -6.15717, -0.84810], [3.08401, -6.04817, 1.12209], [0.69472, -5.27954, -1.39838], [-0.49719, 5.37300, 0.25815], [1.60305, -5.11757, -0.82797], [1.05593, 3.49394, 0.60858], [0.04449, -3.13134, -1.00860], [-1.43224, 1.95010, -1.77984], [-3.68106, 2.86893, -1.02409], [-2.09259, 0.83382, -0.95791], [2.42177, -3.71596, -1.82268], [-1.69301, 1.82467, -0.77602], [-3.19529, 2.46531, 1.11782], [-0.52883, -0.54903, -0.92575], [-0.10862, 1.62173, 2.12353], [2.06715, -3.79809, -0.78758], [2.29393, -7.06574, -0.77545], [-3.51171, 1.42836, 1.26410], [3.62880, -5.96054, 0.28801], [-2.88182, 2.91759, -0.42980], [-1.23032, 0.62947, 1.30935], [-1.91689, 4.77743, 2.20444], [0.52732, -2.80297, 0.62185], [2.12131, -1.32343, 0.04539], [0.29102, 3.59115, -1.13711], [-1.86082, 2.61288, 1.79888], [3.17423, -5.94894, -1.75764], [-2.07984, 4.50942, -1.48665], [1.02125, -2.81065, -0.41438], [1.29288, -1.36319, -0.83979], [-1.21576, 3.97342, 1.98563], [0.25660, -0.46554, -0.44811], [-0.45674, 4.11080, 2.54011], [-4.05619, 3.15144, 1.19419], [0.85226, 1.08953, -1.66347], [-0.29302, 2.05528, -0.15087], [0.50627, 0.83554, -0.47706], [2.93596, -3.59739, -0.12869], [4.34748, -6.51176, 0.09686], [-2.05125, 2.36170, 2.95427], [1.64789, -1.22192, -1.73584], [0.20811, 3.31905, 0.02142]],
  "atomic_forces_ev_per_a": [[-0.5, 0.1, 0.7], [0.9, 1.0, -5.0], [-3.7, -9.5, 1.2], [1.2, 1.4, -2.0], [-2.6, -1.0, -2.7], [-1.8, 0.6, -1.8], [4.1, 4.7, -0.1], [0.5, -0.6, 0.8], [0.4, 0.0, -1.0], [2.3, 5.1, -0.4], [-4.3, -4.5, 5.7], [1.8, -0.5, 0.4], [1.5, 0.3, 0.7], [0.2, 1.0, -2.6], [-2.9, 0.0, -2.5], [0.1, -0.7, 1.5], [0.2, 1.2, -0.1], [-1.1, 2.8, -2.1], [-0.3, 1.7, -3.4], [-4.6, -1.7, -2.7], [2.6, -0.1, 2.0], [1.9, 3.3, 0.3], [-2.2, -5.2, -0.2], [-0.2, 0.2, -0.5], [-5.0, 3.6, -1.5], [7.1, -2.7, 5.4], [-0.8, -1.5, 0.2], [-0.5, -0.4, 0.7], [1.6, -0.2, -1.0], [-0.9, 1.4, -2.5], [1.3, 0.3, 1.7], [-1.8, 0.6, 6.5], [0.6, -0.7, -0.5], [1.3, -0.1, 0.8], [-5.5, 0.2, -2.1], [0.7, -1.8, 9.0], [-5.5, 2.3, -7.8], [1.0, -2.5, 3.7], [5.6, 0.0, 4.4], [0.5, -0.1, 1.8], [0.1, 0.0, 2.2], [-6.8, -8.6, 6.4], [8.3, 6.9, -1.5], [-0.2, -0.7, -0.4], [3.7, -3.2, 0.1], [-0.2, 0.3, -1.8], [2.2, 0.7, -5.0], [-0.1, 6.4, -4.8]],
  "lumo_ev": 0.90,
  "orbital_gap_ev": 8.494,
  "energy_ha": -736.78503,
  "relative_energy_ev": 11.364,
  "homo_ev": -7.60
}

(4)
{
  "formula": "CaH12NO9",
  "method": "the ωB97M-V functional and the def2-TZVPD basis",
  "elements": ["H", "H", "H", "O", "H", "O", "N", "O", "H", "O", "H", "H", "O", "O", "Ca", "H", "O", "O", "H", "O", "H", "H", "H"],
  "coordinates": [[2.07054, -1.98368, 0.23490], [0.06936, -0.51824, 2.90608], [2.50842, 1.76606, -1.29826], [-1.86080, 1.17279, 0.98644], [2.79622, -0.94739, -0.62699], [1.57567, 1.53331, -1.40314], [-1.69385, -2.44695, -1.07917], [-1.75615, -3.45911, -1.79451], [-1.50565, 1.39922, -2.38368], [1.48532, 1.36466, 1.55990], [-0.86226, -1.64916, 2.46671], [1.28688, 2.02167, -2.18367], [-2.76489, -1.87224, -0.73983], [-0.39743, -0.86811, 2.13739], [0.19221, 0.29042, 0.17786], [1.83953, 1.04025, 2.39892], [-0.58641, -1.97433, -0.68144], [-0.95036, 0.73631, -1.95559], [1.49754, 2.32893, 1.64852], [2.25864, -1.03378, 0.17041], [-2.28099, 1.98783, 0.68471], [-0.35646, 0.43085, -2.65471], [-2.56509, 0.68070, 1.42912]],
  "atomic_forces_ev_per_a": [[-0.1, 0.1, -0.1], [-0.2, -0.1, 0.1], [-0.1, 0.0, 0.0], [-0.2, 0.7, 0.0], [0.0, -0.1, 0.1], [0.5, 0.3, 0.0], [-2.8, -0.8, -0.8], [1.0, 1.2, 0.9], [-0.2, -0.2, 0.1], [0.7, 1.1, 1.3], [0.0, -0.1, -0.4], [-0.1, 0.0, 0.1], [1.4, 0.0, 0.2], [0.3, 0.0, 0.7], [-1.7, -2.1, -1.8], [0.2, 0.0, -0.2], [1.2, 0.7, 0.3], [0.3, 0.4, -0.3], [0.0, -0.1, 0.0], [-0.1, -0.1, -0.1], [-0.1, -0.1, 0.0], [-0.3, -0.3, 0.0], [0.2, -0.2, -0.2]],
  "lumo_ev": -3.91,
  "orbital_gap_ev": 7.044,
  "energy_ha": -1416.52786,
  "charge": 1,
  "relative_energy_ev": 0.827,
  "homo_ev": -10.95
}